[1]
12
Properties=species:S:1:pos:R:3 method="wB97M-V/def2-TZVPD" max_force_ev_per_a=0.749 energy_ev=-8318.3817 homo_lumo_gap_ha="0.074 / 0.389" de_lowest_kj_mol=104.2 total_charge=-1 homo_energy_ev="1.1 / -7.5" multiplicity=2
O -5.692 -0.015 0.984
H -5.203 0.499 1.645
H -4.955 -0.346 0.453
H 2.797 2.867 -5.234
O 1.888 3.166 -5.315
H 1.382 2.612 -4.711
O 1.534 -1.419 5.686
H 0.928 -2.042 6.107
H 2.245 -2.011 5.397
O 2.106 -1.512 -1.500
H 2.817 -2.170 -1.506
H 2.057 -1.369 -0.536

[2]
12
Properties=species:S:1:pos:R:3 method="wB97M-V/def2-TZVPD" max_force_ev_per_a=0.253 energy_ev=-8319.8872 homo_lumo_gap_ha=0.414 de_lowest_kj_mol=76.1 homo_energy_ev=-11.0 smiles=O.O.O.O
O -8.711 26.128 15.973
H -8.977 26.822 16.587
H -7.974 25.679 16.402
O -12.672 21.745 15.499
H -12.278 22.627 15.431
H -13.363 21.720 14.831
O -11.099 24.389 15.416
H -11.631 24.931 14.824
H -10.183 24.570 15.161
O -10.494 24.191 18.380
H -9.620 24.589 18.396
H -10.745 24.180 17.442

[3]
12
Properties=species:S:1:pos:R:3 method="wB97M-V/def2-TZVPD" max_force_ev_per_a=4.469 energy_ev=-8318.3705 homo_lumo_gap_ha=0.391 de_lowest_kj_mol=222.5 homo_energy_ev=-10.5 smiles=O.O.O.O
H -0.375 -0.031 -0.854
H -1.242 0.418 0.307
H -3.021 -0.857 -0.134
H -4.232 -0.624 0.889
H 1.473 0.660 0.381
H 1.952 1.890 -0.437
H 2.338 -0.805 -0.429
H 3.245 -1.361 0.773
O -0.809 0.721 -0.414
O -3.876 -0.461 -0.071
O 1.291 1.564 0.148
O 3.256 -1.114 -0.158

[4]
12
Properties=species:S:1:pos:R:3 method="wB97M-V/def2-TZVPD" max_force_ev_per_a=11.609 energy_ev=-8315.9244 homo_lumo_gap_ha=0.359 de_lowest_kj_mol=458.5 homo_energy_ev=-9.7
O 0.895 -1.118 1.168
H 0.565 -0.885 0.301
H 0.286 -0.702 1.777
O -1.830 0.064 -0.921
H -1.787 -0.652 -0.287
H -2.541 0.622 -0.605
O 1.245 1.529 0.417
H 0.778 1.479 1.251
H 0.953 0.757 -0.068
O 0.567 -0.368 -0.630
H -0.295 -0.475 -1.034
H 1.164 -0.251 -1.369

[5]
12
Properties=species:S:1:pos:R:3 method="wB97M-V/def2-TZVPD" max_force_ev_per_a=3.815 energy_ev=-8319.2156 homo_lumo_gap_ha=0.405 de_lowest_kj_mol=140.9 homo_energy_ev=-10.7 smiles=O.O.O.O
O -2.016 1.306 -1.459
H -2.387 2.031 -1.026
H -2.196 1.284 -2.413
H -0.310 -1.563 0.071
O 0.165 -2.148 0.600
H 0.735 -2.718 0.162
O 0.131 1.747 0.465
H -0.718 1.681 0.950
H -0.008 1.165 -0.307
O 2.545 -0.986 0.956
H 1.971 -1.690 1.116
H 2.087 -0.108 0.885

[6]
12
Properties=species:S:1:pos:R:3 method="wB97M-V/def2-TZVPD" max_force_ev_per_a=3.540 energy_ev=-8320.0557 homo_lumo_gap_ha=0.445 de_lowest_kj_mol=59.9 homo_energy_ev=-11.3 smiles=O.O.O.O
H -2.294 -0.088 -1.266
H -1.387 -0.156 -0.010
H 0.175 -0.253 -1.329
H 1.082 -1.549 -1.718
H 1.629 -0.059 -0.006
H 2.045 1.326 0.679
H -0.131 0.777 1.362
H -1.220 0.001 2.234
O -1.540 -0.642 -0.843
O 1.170 -0.526 -1.498
O 1.604 0.468 0.867
O -1.132 0.702 1.526

Repeat the third record exactly.
12
Properties=species:S:1:pos:R:3 method="wB97M-V/def2-TZVPD" max_force_ev_per_a=4.469 energy_ev=-8318.3705 homo_lumo_gap_ha=0.391 de_lowest_kj_mol=222.5 homo_energy_ev=-10.5 smiles=O.O.O.O
H -0.375 -0.031 -0.854
H -1.242 0.418 0.307
H -3.021 -0.857 -0.134
H -4.232 -0.624 0.889
H 1.473 0.660 0.381
H 1.952 1.890 -0.437
H 2.338 -0.805 -0.429
H 3.245 -1.361 0.773
O -0.809 0.721 -0.414
O -3.876 -0.461 -0.071
O 1.291 1.564 0.148
O 3.256 -1.114 -0.158